# 1
This record from the OMol25 dataset describes C30H26BrN6O4RuS as an isolated structure. The level of theory is ωB97M-V/def2-TZVPD.

Computed properties:
* <S²>: 0.755
* largest force on an atom: 0.078 eV Å⁻¹
* multiplicity: 2
* HOMO level (spin up / spin down): -0.2945 / -0.2949 hartree
* HOMO-LUMO gap (spin up / spin down): 0.26880 / 0.26231 Eh
* charge: 0
* ΔE to the lowest compared entry with this formula, charge and spin: 0.00 kcal per mole

Last column: Mulliken charge in e.
CARTESIAN COORDINATES (ANGSTROEM)
Ru 0.568 -0.868 -0.100  1.05
O 0.429 -3.653 2.937  -0.71
C -0.439 -3.112 3.824  0.41
C -0.684 -3.801 5.008  -0.55
C -1.573 -3.293 5.938  -0.34
C -2.227 -2.089 5.708  -0.78
C -1.983 -1.407 4.528  -0.46
C -1.103 -1.905 3.575  0.01
C -0.902 -1.182 2.265  0.63
O 0.419 -1.264 1.825  -0.87
N -1.853 -1.753 1.295  -0.30
N -1.445 -1.506 -0.051  0.46
C -2.381 -1.728 -0.888  -0.78
C -2.247 -1.726 -2.349  -0.03
Br -0.967 -2.919 -3.062  -0.06
C -3.047 -1.050 -3.173  -0.62
C -4.122 -0.129 -2.786  0.54
C -4.119 0.602 -1.597  0.36
C -5.180 1.434 -1.272  -0.81
C -6.256 1.560 -2.137  -0.44
C -6.259 0.860 -3.337  -0.58
C -5.200 0.031 -3.660  -0.59
H 0.693 -2.940 2.314  0.32
H -0.157 -4.731 5.179  0.44
H -1.752 -3.839 6.856  0.37
H -2.916 -1.688 6.439  0.40
H -2.486 -0.467 4.328  0.39
H -1.179 -0.127 2.398  0.18
H -1.868 -2.764 1.414  0.39
H -3.366 -1.961 -0.483  0.52
H -2.911 -1.200 -4.238  0.42
H -3.265 0.543 -0.937  0.09
H -5.160 1.994 -0.346  0.41
H -7.082 2.212 -1.886  0.39
H -7.089 0.965 -4.023  0.37
H -5.203 -0.509 -4.599  0.39
N 4.185 -3.180 -0.530  -0.39
C 3.182 -2.301 -0.368  0.58
S 1.559 -2.905 -0.577  -0.40
N 3.531 -1.068 -0.065  -1.70
N 2.465 -0.257 0.099  1.46
C 2.659 0.988 0.380  0.16
C 4.008 1.588 0.522  -1.29
C 4.577 2.274 -0.545  0.17
C 5.831 2.852 -0.407  -0.79
C 6.516 2.748 0.796  -0.36
C 5.949 2.061 1.861  -0.79
C 4.697 1.482 1.726  0.02
C 1.449 1.800 0.563  1.54
C 1.504 3.153 0.879  -0.91
C 0.325 3.855 1.050  -0.82
C -0.888 3.198 0.907  -1.09
C -0.869 1.854 0.591  -0.11
N 0.262 1.172 0.423  0.65
H 3.991 -4.123 -0.807  0.21
H 5.133 -2.853 -0.473  0.22
H 4.041 2.341 -1.483  0.48
H 6.275 3.380 -1.240  0.41
H 7.494 3.199 0.902  0.40
H 6.484 1.974 2.797  0.40
H 4.252 0.935 2.548  0.50
H 2.467 3.633 0.985  0.51
H 0.353 4.909 1.293  0.43
H -1.830 3.711 1.033  0.48
H -1.785 1.291 0.466  0.26
O -0.170 0.767 -3.803  -0.64
C -0.165 0.490 -2.624  0.24
O 0.755 -0.187 -2.007  -0.70
H -0.999 0.842 -1.976  0.26

Force components x, y, z for each atom (eV/Å):
0.0 -0.1 0.0
0.0 0.0 0.0
0.0 0.0 0.0
0.0 0.0 0.0
0.0 0.0 0.0
0.0 0.0 0.0
0.0 0.0 0.0
0.0 0.0 0.0
0.0 0.0 0.0
0.0 0.0 0.0
0.0 -0.1 0.0
0.0 0.0 0.1
0.0 0.0 0.0
0.0 0.0 0.0
0.0 0.0 0.0
0.0 0.0 0.0
0.0 0.0 0.0
0.0 0.0 0.0
0.0 0.0 0.0
0.0 0.0 0.0
0.0 0.0 0.0
0.0 0.0 0.0
0.0 0.0 0.0
0.0 0.0 0.0
0.0 0.0 0.0
0.0 0.0 0.0
0.0 0.0 0.0
0.0 0.0 0.0
0.0 0.0 0.0
0.0 0.0 0.0
0.0 0.0 0.0
0.0 0.0 0.0
0.0 0.0 0.0
0.0 0.0 0.0
0.0 0.0 0.0
0.0 0.0 0.0
0.0 0.0 0.0
0.0 0.0 0.0
0.0 0.0 0.0
0.0 0.0 0.0
-0.1 0.0 0.0
0.0 0.0 0.0
0.0 0.0 0.0
0.0 0.0 0.0
0.0 0.0 0.0
0.0 0.0 0.0
0.0 0.0 0.0
0.0 0.0 0.0
0.0 0.0 0.0
0.0 0.0 0.0
0.0 0.0 0.0
0.0 0.0 0.0
0.0 0.0 0.0
0.0 0.0 0.0
0.0 0.0 0.0
0.0 0.0 0.0
0.0 0.0 0.0
0.0 0.0 0.0
0.0 0.0 0.0
0.0 0.0 0.0
0.0 0.0 0.0
0.0 0.0 0.0
0.0 0.0 0.0
0.0 0.0 0.0
0.0 0.0 0.0
0.0 0.0 0.0
0.0 0.0 -0.1
0.0 0.0 0.1
0.0 0.0 0.0

---

# 2
This record from the OMol25 dataset describes C30H26CoF5N3O3S4 as an isolated structure at a distorted geometry. The level of theory is ωB97M-V/def2-TZVPD.

Computed properties:
* <S²>: 3.760
* largest force on an atom: 3.874 eV Å⁻¹
* multiplicity: 4
* HOMO level (spin up / spin down): -0.2856 / -0.2930 hartree
* HOMO-LUMO gap (spin up / spin down): 0.24457 / 0.25096 Eh
* charge: 0

Last column: Mulliken charge in e.
CARTESIAN COORDINATES (ANGSTROEM)
Co 1.004 0.985 -0.590  0.96
C 5.715 3.434 -1.188  -0.87
S 4.496 4.334 -0.262  -0.01
C 3.166 3.175 -0.234  0.23
S 3.360 1.483 -0.637  -0.51
N 2.137 3.763 0.329  -1.43
N 1.153 2.777 0.537  1.37
C 0.314 3.002 1.456  -1.21
C -0.690 1.982 1.602  1.25
C -1.928 2.355 2.221  -0.91
C -3.001 1.568 2.327  -1.32
C -2.949 0.085 1.928  -0.63
C -1.556 -0.200 1.189  0.41
N -0.459 0.801 1.148  0.65
H 6.500 4.249 -1.165  0.33
H 5.315 3.146 -2.147  0.29
H 6.213 2.640 -0.650  0.31
H 0.277 3.974 1.873  0.51
H -1.960 3.353 2.611  0.51
H -3.838 1.931 2.857  0.51
H -3.025 -0.519 2.777  0.66
H -1.252 -1.180 1.567  -0.17
O 0.557 -0.881 -1.454  -0.65
S -0.744 -1.255 -2.178  0.56
C -0.382 -2.786 -3.020  -1.02
C 0.152 -4.044 -2.302  -0.69
C 1.223 -3.786 -1.290  0.80
C 1.242 -4.951 -0.303  -1.00
S 2.306 -4.859 1.078  0.29
O 3.605 -4.534 0.435  -0.64
C 1.782 -3.290 1.853  0.27
C 2.425 -2.076 1.728  -0.47
C 2.016 -1.065 2.587  -0.54
C 0.940 -1.130 3.443  -0.24
C 0.335 -2.351 3.524  -0.48
C 0.753 -3.401 2.771  -0.68
C -1.934 -1.656 -0.926  0.14
C -2.313 -0.397 -0.166  -0.69
C -3.674 -0.455 0.622  0.70
C -4.189 -1.858 0.769  -1.21
C -3.858 -2.903 -0.002  -0.84
C -2.705 -2.805 -0.878  -0.39
H 0.305 -2.428 -3.842  0.55
H -1.313 -2.982 -3.558  0.57
H 0.465 -4.711 -3.148  0.42
H -0.682 -4.587 -1.713  0.23
H 1.026 -2.860 -0.758  -0.61
H 2.185 -3.691 -1.795  0.27
H 1.638 -5.853 -0.777  0.39
H 0.222 -5.179 0.007  0.55
H 3.188 -1.930 1.045  0.75
H 2.398 -0.069 2.473  0.41
H 0.573 -0.296 4.117  0.34
H -0.542 -2.520 4.127  0.40
H 0.334 -4.393 2.922  0.33
H -2.231 0.485 -0.753  0.41
H -4.530 0.199 0.206  0.43
H -4.946 -2.003 1.504  0.42
H -4.314 -3.866 0.090  0.44
H -2.505 -3.675 -1.437  0.39
F -1.116 7.125 -1.657  -0.34
C -0.853 5.840 -1.764  0.62
C 0.321 5.395 -2.316  0.38
F 1.259 6.289 -2.669  -0.32
C 0.513 4.035 -2.473  0.14
F 1.681 3.624 -2.970  -0.35
C -0.446 3.077 -1.954  0.21
O -0.183 1.748 -1.958  -0.88
C -1.567 3.581 -1.396  0.51
F -2.567 2.675 -1.115  -0.43
C -1.838 4.942 -1.320  -0.03
F -3.005 5.376 -0.956  -0.32

Force components x, y, z for each atom (eV/Å):
-0.1 0.0 0.1
1.5 1.7 0.7
-0.7 -0.8 0.0
0.4 0.3 0.7
-0.2 0.5 -0.1
-1.2 -1.9 -0.1
1.4 1.1 -0.3
0.1 0.0 -1.2
-0.5 -1.3 0.1
-1.2 0.0 0.5
0.9 -1.3 -0.4
1.6 2.1 -2.4
-0.7 0.3 0.0
-0.4 -0.9 -0.4
-0.6 -0.9 -1.0
0.4 0.0 -0.3
-0.4 -0.5 0.1
-0.1 0.8 1.0
-0.2 0.4 0.2
-1.0 0.3 0.3
-0.6 -0.9 1.4
0.8 0.3 -0.2
-0.5 0.0 -0.1
0.8 0.3 0.5
0.3 -0.1 -1.0
-1.9 -0.6 -0.3
0.9 -0.3 0.5
-0.7 -0.3 -1.0
1.0 1.5 0.5
0.5 -0.3 0.2
-0.3 -0.7 0.2
-1.3 -0.4 1.3
-0.1 1.8 -0.7
-0.3 0.4 1.1
-1.6 -0.2 0.7
0.4 -1.6 -0.6
-1.7 -1.3 -0.5
-0.1 -1.2 1.4
-0.3 0.7 -0.2
-0.4 -0.2 -0.4
0.9 1.1 0.7
1.1 2.7 0.2
-0.4 -0.4 1.0
-0.1 -0.2 0.1
-0.1 0.2 0.9
0.9 0.9 -1.4
0.0 0.0 0.1
0.1 0.1 0.3
-0.1 -0.1 -0.2
-0.1 0.0 0.3
1.5 0.3 -1.2
0.8 0.2 -0.2
0.8 -0.9 -1.2
-0.1 0.1 0.5
-0.2 0.1 0.0
0.1 0.7 -0.7
1.3 -0.8 0.7
-0.7 0.0 0.5
-0.3 -0.3 0.2
0.5 -0.6 -0.8
0.0 1.2 0.0
-1.4 -1.0 0.8
0.4 -0.4 -0.2
-0.3 -0.4 0.0
-0.8 -0.6 0.9
-0.1 -0.3 0.0
3.5 -1.2 -1.2
-0.3 1.6 0.0
-2.3 0.2 0.0
0.4 0.8 0.3
2.3 -0.5 -1.1
-1.5 0.6 0.7

---

# 3
This record from the OMol25 dataset describes C30H26FNO5S2 as an isolated structure at a distorted geometry. The level of theory is ωB97M-V/def2-TZVPD.

Computed properties:
* largest force on an atom: 8.098 eV Å⁻¹
* HOMO level: -0.2768 hartree
* HOMO-LUMO gap: 0.24628 Eh
* charge: 0

Last column: Mulliken charge in e.
CARTESIAN COORDINATES (ANGSTROEM)
F 1.216 0.732 2.761  -0.32
C 0.534 0.056 1.774  -0.11
S -0.286 -1.291 2.767  1.23
C -1.817 -1.786 2.022  0.74
C -2.034 -3.058 1.519  -0.14
C -3.253 -3.375 0.915  -0.35
C -4.344 -2.503 1.024  -0.70
C -4.164 -1.301 1.737  -0.50
C -2.908 -0.938 2.234  -0.81
O 0.838 -2.217 2.724  -0.61
O -0.741 -0.836 4.052  -0.76
S -0.049 2.297 0.906  1.21
C -0.602 4.018 1.307  0.04
C -1.676 4.411 0.487  -0.22
C -1.625 5.678 -0.101  -0.59
C -0.480 6.484 0.044  -0.40
C 0.580 6.071 0.871  -0.59
C 0.544 4.826 1.484  -0.30
O 1.373 2.651 0.767  -0.52
O -0.817 2.006 -0.329  -0.62
H -1.246 -3.806 1.552  0.39
H -3.386 -4.302 0.343  0.43
H -5.326 -2.762 0.575  0.37
H -5.008 -0.623 1.899  0.38
H -2.781 -0.005 2.783  0.48
H -2.434 3.692 0.187  0.38
H -2.435 5.975 -0.771  0.35
H -0.405 7.435 -0.513  0.35
H 1.495 6.653 0.961  0.36
H 1.443 4.451 1.964  0.43
C 2.012 4.582 -3.112  -0.71
O 2.996 3.755 -2.383  -0.43
C 2.751 2.447 -2.139  0.62
C 1.609 1.768 -2.624  -0.83
C 1.033 0.797 -1.833  0.28
C 1.601 0.368 -0.612  0.31
C 0.883 -0.379 0.571  1.98
C 0.445 -1.772 0.023  -0.39
C 0.883 -3.138 0.352  0.58
C 1.761 -3.822 1.197  -0.41
C 1.533 -5.168 1.546  -0.69
C 0.610 -5.973 0.837  -0.80
C -0.050 -5.393 -0.273  -0.59
C 0.119 -4.006 -0.485  -0.02
N -0.478 -3.222 -1.499  0.38
C -0.916 -3.751 -2.802  -0.93
C -0.290 -1.898 -1.176  -1.11
C 2.969 0.679 -0.511  -1.05
C 3.557 1.680 -1.255  -0.73
H 2.502 5.553 -3.111  0.25
H 1.852 4.233 -4.135  0.35
H 1.038 4.672 -2.604  0.29
H 1.064 2.173 -3.481  0.31
H 0.061 0.440 -2.173  0.01
H 1.644 -0.514 1.383  -0.02
H 2.628 -3.343 1.610  0.37
H 2.124 -5.639 2.323  0.41
H 0.473 -7.054 1.084  0.36
H -0.684 -6.031 -0.940  0.20
H -1.195 -4.814 -2.673  0.28
H -1.772 -3.145 -3.152  0.33
H -0.112 -3.722 -3.583  0.29
H -0.877 -1.146 -1.644  0.69
H 3.497 0.155 0.272  0.41
H 4.528 1.999 -0.943  0.40

Force components x, y, z for each atom (eV/Å):
0.4 -0.5 -1.1
-5.0 3.7 5.1
0.1 -0.6 1.7
-0.6 -0.3 0.2
0.3 -0.4 -0.7
-0.6 0.1 0.1
0.3 0.3 0.1
-0.1 -0.1 -0.1
-0.3 0.2 -0.5
-1.6 0.9 0.9
0.5 0.6 -0.3
-0.6 0.2 0.0
0.4 -0.2 -1.5
0.8 0.6 0.6
0.3 0.2 0.0
-0.3 0.0 0.2
-0.3 0.0 -0.2
-1.0 0.5 0.1
-0.1 -1.1 -0.1
0.2 -0.2 0.9
-0.1 0.3 -0.2
0.2 0.2 0.5
0.8 0.3 0.4
0.3 -0.3 -0.1
0.0 -0.2 -0.2
0.1 0.2 0.2
0.3 0.0 0.2
-0.1 -0.6 0.4
-0.3 0.1 -0.1
-0.4 0.1 0.0
0.7 -0.6 0.6
-0.2 0.1 -0.8
-0.8 -1.0 0.4
0.5 1.1 0.3
-0.9 -0.8 0.6
1.0 0.4 -0.4
2.5 -2.3 -7.4
0.2 -0.2 -1.4
-1.0 -0.7 -1.2
0.0 -1.2 0.7
0.0 0.3 -1.0
-0.4 0.5 -0.8
0.3 -0.7 0.3
0.0 0.1 -1.0
0.2 -0.2 0.6
0.1 0.2 0.1
0.4 -0.9 2.2
-1.3 -0.5 0.4
-0.6 1.0 -0.2
-0.1 0.0 -0.2
0.2 0.0 0.1
0.5 -0.4 0.1
0.1 -0.3 0.4
0.3 0.3 0.3
3.1 -1.9 -0.6
-0.1 0.3 0.5
0.1 0.2 -0.1
0.1 1.1 -0.2
0.6 0.8 0.7
-0.1 0.7 -0.1
0.3 -0.5 0.1
-0.5 0.1 0.8
-0.1 0.3 -0.5
0.5 0.3 0.2
0.5 0.3 -0.1